i:
ORCA calculation (ωB97M-V with the def2-TZVPD basis set) on a cluster of 2 separate species, C4H11NO2S in total.

Summary:
Structure (SMILES): C[C@H](CS)NC=O.O
E_LUMO: 0.53 eV
Molar mass: 137.20 g mol⁻¹
HOMO-LUMO gap: 0.35196 Eh

Element x y z (Å)
C -1.091 1.039 0.509
C -0.537 -0.342 0.146
C 0.948 -0.454 0.494
S 1.690 -2.099 0.767
N -0.858 -0.633 -1.244
C -0.932 -1.894 -1.765
O -0.999 -2.896 -1.091
H -1.395 1.603 -0.375
H -0.430 1.636 1.131
H -2.003 0.932 1.094
H -1.062 -1.046 0.793
H 1.563 0.014 -0.281
H 1.138 0.086 1.421
H 0.912 -2.842 -0.026
H -0.541 0.104 -1.860
H -1.067 -1.885 -2.854
O 1.871 3.107 0.917
H 0.948 3.379 1.001
H 1.846 2.190 1.224


ii:
ORCA calculation (ωB97M-V with the def2-TZVPD basis set) on the molecule C4H11NO2S.

Summary:
E_LUMO: 0.80 eV
Molar mass: 137.20 g mol⁻¹
HOMO-LUMO gap: 0.37616 Eh

Element x y z (Å)
C -1.690 1.084 -0.280
C -1.475 -1.369 0.543
C 1.426 0.993 -0.425
C -0.872 -0.216 -0.277
N 0.468 -0.004 0.343
O 2.469 -1.357 -0.684
O 3.084 0.139 1.248
S 3.051 0.153 -0.259
H -1.115 1.770 -0.925
H -2.608 0.975 -0.884
H -1.962 1.389 0.656
H -1.671 -0.993 1.516
H -0.910 -2.178 0.729
H -2.538 -1.642 0.094
H 1.112 0.939 -1.502
H 1.657 2.004 -0.067
H -0.721 -0.582 -1.270
H 0.405 0.436 1.309
H 1.890 -1.539 0.136


Energies relative to the most stable structure are i 0.0; ii 180.5, reported in kJ/mol.


i:
ORCA calculation (ωB97M-V with the def2-TZVPD basis set) on the molecule C20H27FN4O4.

Summary:
Structure (SMILES): CCN(C[C@@H](C)NC(=O)c1cc(O)nn1C)C(=O)[C@@H](Cc1ccc(F)cc1)OC
E_LUMO: 0.57 eV
Molar mass: 406.46 g mol⁻¹
HOMO-LUMO gap: 0.34363 Eh

Element x y z (Å)
C 2.148 1.321 0.095
C 1.227 0.437 -0.734
N 0.940 -0.846 -0.106
C 1.937 -1.891 -0.264
C 2.360 -2.586 1.030
C 3.067 -3.895 0.720
N 3.262 -1.741 1.809
C 2.845 -0.822 2.712
O 1.672 -0.623 2.982
C 3.940 -0.036 3.340
C 5.229 0.210 2.900
C 5.748 1.070 3.874
O 6.989 1.596 3.888
N 4.870 1.331 4.828
N 3.766 0.647 4.487
C 2.585 0.741 5.325
C -0.280 -1.224 0.367
O -0.503 -2.376 0.697
C -1.385 -0.158 0.495
C -2.185 -0.006 -0.804
C -2.532 -1.290 -1.520
C -2.164 -1.463 -2.848
C -2.474 -2.628 -3.538
C -3.157 -3.619 -2.872
F -3.462 -4.759 -3.531
C -3.538 -3.485 -1.553
C -3.223 -2.317 -0.881
O -2.307 -0.512 1.495
C -1.772 -0.522 2.804
H 2.312 2.277 -0.406
H 1.716 1.510 1.078
H 3.122 0.849 0.242
H 0.300 0.961 -0.940
H 1.678 0.238 -1.711
H 1.559 -2.647 -0.963
H 2.823 -1.443 -0.718
H 1.479 -2.792 1.633
H 2.410 -4.545 0.144
H 3.976 -3.732 0.131
H 3.336 -4.415 1.639
H 4.248 -1.940 1.770
H 5.721 -0.142 2.011
H 7.057 2.155 4.672
H 1.839 1.388 4.867
H 2.149 -0.242 5.471
H 2.907 1.155 6.276
H -0.930 0.810 0.757
H -3.096 0.537 -0.542
H -1.637 0.634 -1.498
H -1.624 -0.676 -3.363
H -2.191 -2.769 -4.573
H -4.068 -4.291 -1.061
H -3.498 -2.205 0.158
H -2.607 -0.694 3.481
H -1.030 -1.310 2.933
H -1.305 0.441 3.043


ii:
ORCA calculation (ωB97M-V with the def2-TZVPD basis set) on the molecule C20H27FN4O4.

Summary:
Structure (SMILES): CCN(C[C@@H](C)NC(=O)c1cc(O)nn1C)C(=O)[C@@H](Cc1ccc(F)cc1)OC
E_LUMO: 0.57 eV
Molar mass: 406.46 g mol⁻¹
HOMO-LUMO gap: 0.34633 Eh

Element x y z (Å)
C -1.571 2.397 1.237
C -0.922 1.667 0.063
N -0.354 0.370 0.427
C 1.087 0.091 0.438
C 2.030 1.278 0.276
C 2.051 2.243 1.458
N 3.358 0.702 0.083
C 4.330 1.389 -0.561
O 4.150 2.499 -1.041
C 5.637 0.693 -0.634
C 6.127 -0.380 0.091
C 7.418 -0.559 -0.421
O 8.305 -1.495 -0.021
N 7.706 0.308 -1.369
N 6.605 1.076 -1.492
C 6.614 2.153 -2.467
C -1.117 -0.748 0.617
O -0.626 -1.787 1.013
C -2.594 -0.716 0.178
C -2.671 -0.929 -1.343
C -1.702 -1.947 -1.885
C -0.666 -1.547 -2.722
C 0.268 -2.455 -3.205
C 0.141 -3.775 -2.829
F 1.038 -4.673 -3.289
C -0.872 -4.214 -1.997
C -1.790 -3.291 -1.527
O -3.320 -1.751 0.780
C -3.462 -1.593 2.180
H -1.891 3.393 0.930
H -2.446 1.862 1.607
H -0.876 2.496 2.068
H -1.644 1.548 -0.746
H -0.124 2.278 -0.351
H 1.325 -0.416 1.377
H 1.293 -0.627 -0.362
H 1.815 1.829 -0.641
H 1.124 2.806 1.540
H 2.208 1.694 2.389
H 2.864 2.955 1.327
H 3.544 -0.235 0.398
H 5.656 -0.930 0.886
H 9.108 -1.379 -0.545
H 5.715 2.119 -3.076
H 6.658 3.120 -1.970
H 7.496 2.002 -3.080
H -3.059 0.244 0.424
H -3.702 -1.217 -1.558
H -2.495 0.023 -1.846
H -0.582 -0.504 -3.006
H 1.074 -2.154 -3.860
H -0.924 -5.258 -1.721
H -2.574 -3.608 -0.851
H -4.099 -2.402 2.528
H -2.496 -1.653 2.685
H -3.941 -0.635 2.414


Energies relative to the most stable structure are i 0.0; ii 30.9, reported in kJ/mol.


i:
ORCA calculation (ωB97M-V with the def2-TZVPD basis set) on a structure of composition CH5N3O2.

Summary:
E_LUMO: 0.78 eV
Molar mass: 91.07 g mol⁻¹
HOMO-LUMO gap: 0.34719 Eh

Element x y z (Å)
C -1.640 0.286 0.393
N 2.533 -0.572 0.046
O -0.442 0.838 -0.886
O -2.381 -0.562 -0.305
N 0.450 -0.018 -0.330
N 1.639 0.254 -0.578
H -2.457 -0.224 -1.214
H 2.166 -1.071 0.858
H 3.409 -0.093 0.202
H -1.321 -0.159 1.331
H -1.956 1.321 0.483


ii:
ORCA calculation (ωB97M-V with the def2-TZVPD basis set) on the molecule CH5N3O2.

Summary:
Structure (SMILES): CN/[N+]([O-])=N\O
E_LUMO: 0.68 eV
Molar mass: 91.07 g mol⁻¹
HOMO-LUMO gap: 0.35839 Eh

Element x y z (Å)
C 1.240 0.492 0.090
N 0.459 -0.458 -0.658
N -0.774 -1.016 -0.278
O -1.057 -2.070 -0.843
N -1.688 -0.315 0.232
O -1.314 0.934 0.740
H 1.070 0.364 1.159
H 0.978 1.520 -0.169
H 2.293 0.315 -0.114
H 0.855 -0.945 -1.455
H -2.063 1.178 1.295


iii:
ORCA calculation (ωB97M-V with the def2-TZVPD basis set) on the molecule CH5N3O2.

Summary:
Structure (SMILES): N/N=C(\O)NO
E_LUMO: 0.79 eV
Molar mass: 91.07 g mol⁻¹
HOMO-LUMO gap: 0.34884 Eh

Element x y z (Å)
N 1.009 1.642 -0.435
N -0.359 1.046 -0.277
C -0.187 -0.196 0.105
O 1.022 -0.686 0.286
N -1.269 -0.970 0.416
O -1.065 -2.369 0.333
H 0.566 2.299 0.287
H 0.950 2.157 -1.311
H 1.625 0.294 -0.020
H -2.127 -0.728 -0.060
H -0.163 -2.490 0.675


Energies relative to the most stable structure are i 125.9; ii 171.1; iii 0.0, reported in kJ/mol.


i:
ORCA calculation (ωB97M-V with the def2-TZVPD basis set) on a cluster of 2 separate species, C3H9N in total.

Summary:
Structure (SMILES): C=C.CN
E_LUMO: 1.14 eV
Molar mass: 59.11 g mol⁻¹
HOMO-LUMO gap: 0.38427 Eh

Element x y z (Å)
C -0.348 -1.205 1.084
C -0.616 -2.438 1.508
H -0.044 -0.901 0.089
H -0.466 -0.328 1.713
H -0.891 -3.312 0.937
H -0.668 -2.606 2.583
C 1.011 1.547 -1.318
N -0.266 1.402 -0.619
H 0.951 2.082 -2.279
H 1.661 2.036 -0.600
H 1.386 0.530 -1.509
H -0.947 0.944 -1.225
H -0.762 2.250 -0.364


ii:
ORCA calculation (ωB97M-V with the def2-TZVPD basis set) on the molecule C3H9N.

Summary:
Structure (SMILES): CCCN
E_LUMO: 1.22 eV
Molar mass: 59.11 g mol⁻¹
HOMO-LUMO gap: 0.38252 Eh

Element x y z (Å)
C -0.844 -1.462 0.847
C -0.184 -0.625 -0.315
C 0.494 0.548 0.274
N 0.536 1.603 -0.797
H -1.711 -2.109 0.371
H -1.389 -0.850 1.674
H -0.066 -2.194 1.440
H -1.024 -0.271 -0.841
H 0.395 -1.245 -1.101
H 1.408 0.291 0.713
H -0.163 1.111 0.993
H 0.598 1.006 -1.900
H 1.405 2.279 -0.602


Energies relative to the most stable structure are i 0.0; ii 50.0, reported in kJ/mol.


i:
ORCA calculation (ωB97M-V with the def2-TZVPD basis set) on the molecule C4H11N3S.

Summary:
Structure (SMILES): C[C@H]1CNS(=N)(=N)C1
E_LUMO: 0.85 eV
Molar mass: 133.22 g mol⁻¹
HOMO-LUMO gap: 0.36393 Eh

Element x y z (Å)
C -1.723 1.110 -0.292
C -1.204 -0.058 0.512
C -0.774 -1.364 -0.389
N 0.429 -1.110 -1.127
S 1.538 0.062 -0.103
N 2.586 -0.724 0.673
N 2.075 1.307 -0.953
C 0.158 0.359 1.183
H -1.048 1.499 -1.032
H -1.725 1.989 0.397
H -2.644 0.986 -0.820
H -1.856 -0.460 1.391
H -0.733 -2.184 0.413
H -1.668 -1.546 -1.084
H 0.980 -1.976 -1.167
H 3.616 -0.671 0.444
H 1.491 1.718 -1.667
H 0.125 1.464 1.671
H 0.377 -0.400 1.952


ii:
ORCA calculation (ωB97M-V with the def2-TZVPD basis set) on a cluster of 2 separate species, C4H11N3S in total.

Summary:
E_LUMO (alpha / beta): -0.34 / -0.64 eV
Molar mass: 133.22 g mol⁻¹
HOMO-LUMO gap (alpha / beta): 0.25374 / 0.23749 Eh

Element x y z (Å)
C -0.740 -0.552 0.995
C 0.889 0.098 -2.174
C 0.860 1.297 0.707
C -0.277 0.359 -1.188
N -1.104 -1.750 0.385
N 0.017 0.253 0.182
N -1.060 -0.341 2.253
S -1.168 0.812 3.371
H 1.143 -0.864 -2.399
H 0.730 0.626 -3.119
H 1.768 0.526 -1.725
H 1.070 2.020 -0.103
H 0.558 1.861 1.573
H 1.884 0.793 0.809
H -0.446 1.482 -1.562
H -1.092 -0.279 -1.591
H -0.475 -2.014 -0.352
H -1.355 -2.432 1.105
H -1.201 -1.895 2.833


Energies relative to the most stable structure are i 0.0; ii 45.9, reported in kJ/mol.


i:
ORCA calculation (ωB97M-V with the def2-TZVPD basis set) on a structure of composition C6H12N3OS.

Summary:
E_LUMO: -4.33 eV
Net charge: +1
Molar mass: 174.25 g mol⁻¹
HOMO-LUMO gap: 0.31037 Eh

Element x y z (Å)
C -1.435 -1.731 -0.351
C 0.448 -0.171 0.788
C 2.572 -1.525 0.703
C 1.719 1.294 -0.708
C -2.576 0.235 -1.181
C -1.218 1.433 1.175
N -1.639 -0.467 -0.320
N -0.744 0.217 0.493
N 2.495 1.621 0.140
O 0.990 0.929 -1.513
S 0.815 -1.798 0.456
H -1.892 -2.360 -1.145
H 2.691 -1.750 1.821
H 2.881 -0.463 0.502
H -2.247 0.207 -2.285
H -3.577 -0.265 -1.051
H -2.720 1.351 -1.033
H -0.465 2.133 1.564
H -1.944 1.222 1.914
H -1.790 2.080 0.420
H 3.173 -2.213 0.093
H 3.415 1.948 0.421
H 1.048 -1.926 -0.904


ii:
ORCA calculation (ωB97M-V with the def2-TZVPD basis set) on the ion C6H12N3OS with charge +1.

Summary:
E_LUMO: -4.20 eV
Net charge: +1
Molar mass: 174.25 g mol⁻¹
HOMO-LUMO gap: 0.24538 Eh

Element x y z (Å)
C 0.050 -1.598 0.375
C -1.256 1.033 -0.537
C 1.492 1.329 0.166
C -2.108 -0.045 0.059
C 2.123 0.052 0.570
C -3.606 0.054 0.093
N -1.381 -1.057 0.495
N 1.216 -1.028 0.192
N 3.332 -0.133 -0.294
O -0.099 -2.769 0.530
S -0.230 1.582 0.819
H -0.507 0.679 -1.384
H -1.981 1.836 -0.778
H 2.121 2.139 0.655
H 1.279 1.571 -0.889
H -3.950 0.175 -1.008
H -3.763 0.956 0.625
H -4.002 -0.913 0.559
H -1.922 -1.785 0.917
H 1.962 -1.696 0.074
H 3.905 -0.807 0.196
H 3.916 0.779 -0.090
H 3.409 -0.353 -1.345


Energies relative to the most stable structure are i 259.5; ii 0.0, reported in kJ/mol.